Entry from the OMol25 dataset: a structure of composition C22H22HgN2SSe in a non-equilibrium geometry (ωB97M-V with the def2-TZVPD basis set).

For the total energy, the calculation gives -106507.241 eV. The energy above the lowest of the compared OMol25 structures with the same formula, charge and spin comes out at 6.62 kJ/mol. Its largest force on an atom is 1.04 eV/A. The LUMO energy (spin up / spin down) comes out at 2.24 / 2.08 eV. For the HOMO-LUMO gap (spin up / spin down), the calculation gives 5.28 / 5.26 eV.

```
! wB97M-V def2-TZVPD RIJCOSX def2/J DEFGRID3
* xyz -1 2
Hg 0.31 -0.51 -1.66
Se 3.00 -2.41 -2.23
S -4.45 -2.60 -3.46
N -2.79 -1.30 -1.96
N 0.42 2.96 1.05
C -2.85 -2.13 -2.93
C 0.55 0.28 3.09
C -0.13 -0.36 0.88
C 6.43 -0.01 -2.26
C 7.07 -0.34 -1.07
C 5.24 -1.82 -0.53
C -6.70 -0.42 -0.89
C 6.46 -1.24 -0.20
C -0.77 -1.70 2.78
C -0.79 -1.46 1.41
C 5.21 -0.58 -2.59
C -0.69 2.78 0.13
C -4.34 -0.05 -0.50
C -5.66 0.20 -0.19
C 1.25 1.75 1.18
C 0.54 0.52 1.72
C 4.60 -1.51 -1.73
C -4.05 -0.94 -1.53
C -0.03 3.48 2.32
C -5.11 -1.55 -2.23
C -0.09 -0.83 3.62
C -6.43 -1.30 -1.92
H -1.32 -2.14 0.76
H 2.09 2.01 1.83
H 8.03 0.09 -0.83
H -1.23 3.72 0.03
H 4.72 -0.32 -3.52
H -1.98 -2.54 -3.43
H -0.74 2.83 2.85
H -5.90 0.89 0.61
H -0.06 -1.02 4.69
H -0.52 4.44 2.15
H 4.77 -2.52 0.15
H 1.08 0.96 3.75
H -7.23 -1.79 -2.46
H 1.63 1.53 0.18
H -1.26 -2.58 3.19
H -1.39 1.99 0.44
H -7.73 -0.22 -0.61
H 6.94 -1.50 0.73
H 0.83 3.65 2.97
H 6.89 0.69 -2.94
H -3.52 0.43 0.03
H -0.29 2.50 -0.85
*
```

---

Entry from the OMol25 dataset: a cluster of 2 separate species, C19H25BN2 in total in a non-equilibrium geometry (ωB97M-V with the def2-TZVPD basis set).

For the total energy, the calculation gives -23762.854 eV. The energy above the lowest of the compared OMol25 structures with the same formula, charge and spin comes out at 0.00 kJ/mol. Its largest force on an atom is 2.58 eV/A. The LUMO energy comes out at 0.16 eV. For the HOMO-LUMO gap, the calculation gives 6.92 eV.

```
! wB97M-V def2-TZVPD RIJCOSX def2/J DEFGRID3
* xyz 0 1
N -4.13 1.90 2.66
N 4.84 -1.91 -0.55
C -3.17 1.33 1.89
C -2.25 0.33 2.24
C 1.88 -0.51 -1.97
C 5.53 -2.55 0.54
C -2.30 1.47 -0.36
C 3.19 -0.95 -1.78
C 2.86 -0.99 0.66
C 1.61 -0.43 0.46
C -4.97 2.82 1.92
C -0.39 0.01 -1.09
C -4.33 2.85 0.51
C 3.64 -1.27 -0.47
C -4.38 1.60 4.05
C -1.33 0.53 0.01
C -1.38 -0.13 1.25
C -3.22 1.88 0.59
C 5.32 -2.04 -1.92
C 1.09 -0.26 -0.83
C 4.23 -1.34 -2.76
B -1.41 -0.80 -3.63
H -2.46 -0.37 -3.06
H 5.42 -3.10 -2.20
H -1.14 -2.02 -3.37
H -0.44 0.72 -1.95
H 1.48 -0.37 -2.97
H 4.92 -2.48 1.45
H -4.52 2.53 4.60
H 6.30 -1.56 -2.03
H -2.24 -0.07 3.25
H -5.29 0.99 4.17
H 1.01 -0.09 1.30
H 3.22 -1.21 1.66
H 5.70 -3.61 0.30
H -0.72 -0.97 1.46
H -0.81 -0.93 -1.37
H -3.98 3.87 0.28
H -3.53 1.06 4.46
H -4.98 3.81 2.41
H -0.49 -0.05 -3.97
H 6.51 -2.08 0.71
H 3.83 -2.02 -3.53
H 4.66 -0.48 -3.29
H -6.00 2.45 1.89
H -5.08 2.58 -0.24
H -2.32 1.85 -1.39
*
```

---

Entry from the OMol25 dataset: a cluster of 8 separate species, H16O8 in total (ωB97M-V with the def2-TZVPD basis set).

For the total energy, the calculation gives -16640.199 eV. The energy above the lowest of the compared OMol25 structures with the same formula, charge and spin comes out at 174.80 kJ/mol. Its largest force on an atom is 0.54 eV/A. The LUMO energy comes out at 0.11 eV. For the HOMO-LUMO gap, the calculation gives 10.77 eV.

```
! wB97M-V def2-TZVPD RIJCOSX def2/J DEFGRID3
* xyz 0 1
O -0.75 -1.84 1.87
O 1.41 -2.81 -1.03
O 0.53 -0.20 0.02
O -1.70 1.38 -0.67
O 3.33 -0.73 0.67
O -3.21 0.25 1.59
O 1.25 2.76 0.85
O -0.50 1.03 -3.19
H 0.00 -0.61 0.73
H -3.75 -0.54 1.53
H 2.36 -0.62 0.65
H -2.82 0.36 0.71
H 1.26 -1.97 -0.56
H 0.73 2.10 0.38
H -0.46 0.56 -4.03
H 1.95 2.26 1.27
H 2.00 -3.31 -0.45
H -1.39 1.27 -1.59
H 0.00 -2.30 2.27
H 3.67 0.09 1.02
H -1.31 -1.57 2.60
H -0.12 0.24 -0.55
H -0.35 1.95 -3.42
H -2.12 2.25 -0.65
*
```

---

Entry from the OMol25 dataset: a cluster of 22 separate species, C30H20Cl84N3O3P in total in a non-equilibrium geometry (ωB97M-V with the def2-TZVPD basis set).

For the total energy, the calculation gives -1103209.347 eV. Its largest force on an atom is 3.11 eV/A. The LUMO energy comes out at -0.27 eV. For the HOMO-LUMO gap, the calculation gives 8.34 eV.

```
! wB97M-V def2-TZVPD RIJCOSX def2/J DEFGRID3
* xyz 0 1
Cl 0.70 -5.89 9.12
Cl 5.92 -7.70 -1.68
Cl 1.17 -9.77 -4.11
Cl -2.14 -2.22 -8.00
Cl 5.69 7.89 -8.59
Cl -2.37 -3.37 9.58
Cl -12.66 0.65 1.28
Cl 1.51 -5.15 6.43
Cl -11.90 8.70 4.08
Cl 9.26 -8.35 3.89
Cl -1.67 -2.44 -10.84
Cl 1.73 6.64 -5.31
Cl 1.87 -5.03 2.46
Cl 4.26 6.04 -10.29
Cl -8.40 2.02 0.73
Cl 0.30 -10.44 -1.43
Cl 2.40 -4.81 -0.37
Cl 1.29 -10.25 -7.59
Cl -10.37 0.72 3.03
Cl -3.54 0.28 9.77
Cl 1.87 -8.06 -1.89
Cl -7.69 2.20 9.01
Cl -5.75 6.95 -2.95
Cl 0.00 1.71 -6.89
Cl -2.17 2.41 11.15
Cl -6.55 4.01 1.59
Cl 9.01 -10.04 1.57
Cl 3.23 -0.27 4.01
Cl 0.73 -13.00 -6.93
Cl -1.63 -0.35 11.83
Cl -3.73 5.63 -4.60
Cl -2.97 -0.10 -9.77
Cl -5.10 3.01 8.01
Cl -5.97 0.26 7.77
Cl 9.47 -7.21 1.25
Cl -8.91 3.50 3.18
Cl -12.90 -0.28 4.01
Cl -6.89 1.50 3.15
Cl 2.45 -12.38 -9.16
Cl -5.68 7.33 -5.82
Cl -0.80 5.40 -5.04
Cl -6.47 8.97 2.90
Cl -10.29 11.10 4.16
Cl -0.16 -0.54 -9.27
Cl 6.92 -6.68 7.44
Cl -0.73 0.71 9.32
Cl 0.72 -6.93 0.61
Cl -7.27 2.34 6.18
Cl -12.14 10.66 1.98
Cl 1.71 -2.69 4.44
Cl 3.21 -4.84 -13.43
Cl 3.36 -11.91 -6.45
Cl 2.10 1.66 -4.87
Cl -8.14 6.61 2.60
Cl 6.91 -8.16 2.20
Cl 8.35 -4.43 6.34
Cl 1.32 -3.24 -11.94
Cl 2.64 0.70 -7.52
Cl 3.09 -10.68 -2.15
Cl 3.46 -6.14 8.30
Cl 7.21 -8.28 -4.19
Cl 2.30 -3.52 8.69
Cl -13.14 11.24 4.63
Cl -2.53 -1.47 7.40
Cl 4.33 -8.38 -3.99
Cl 6.67 -6.06 4.63
Cl 3.60 6.22 -7.48
Cl -6.48 4.79 -4.70
Cl -6.72 7.73 0.27
Cl 4.49 -2.84 3.66
Cl 0.38 -5.37 -13.64
Cl 0.85 5.76 -2.69
Cl -0.40 8.04 -3.94
Cl -3.95 -3.98 7.24
Cl -12.57 2.54 3.46
Cl 2.92 8.39 -9.26
Cl 3.55 -6.98 1.16
Cl 5.47 -4.33 6.59
Cl -1.06 -3.94 7.06
Cl 2.26 3.53 -7.07
Cl 2.53 -1.92 1.76
Cl -8.95 9.09 1.40
Cl 5.71 -5.84 -3.87
Cl 1.79 -6.00 -11.20
P 5.01 0.39 0.20
O 5.50 2.69 -1.75
O 4.43 2.71 -3.75
O 3.53 1.63 -1.88
N 5.99 -0.27 -0.84
N -2.57 2.98 0.66
N 4.21 5.34 0.23
C -12.12 0.91 2.95
C 1.61 -9.74 -2.40
C 1.74 1.90 -6.58
C -7.66 2.75 2.16
C 3.88 1.77 -0.48
C -6.49 1.95 7.73
C 6.85 -5.37 6.25
C 5.79 -7.55 -3.44
C 0.35 6.46 -4.23
C 0.98 2.61 2.10
C 4.12 7.14 -8.91
C 8.66 -8.44 2.23
C -1.74 -1.33 -9.47
C -11.87 10.42 3.71
C 1.68 -4.86 -12.55
C 2.99 -1.94 3.47
C 4.48 2.38 -2.60
C 1.99 -5.17 8.14
C 4.77 3.02 -0.52
C -5.40 6.17 -4.51
C -0.23 2.47 1.14
C 2.29 2.93 1.30
C 2.13 -5.94 0.97
C -2.48 -3.19 7.82
C 1.96 -11.89 -7.53
C -2.02 0.76 10.51
C 2.69 1.66 0.54
C -7.55 8.09 1.80
C 4.14 4.40 -0.92
C -1.54 3.03 1.72
H -2.31 2.32 -0.06
H 5.59 3.07 0.22
H 4.61 4.85 1.02
H 4.75 4.86 -1.71
H -1.47 4.08 2.03
H -0.06 2.94 0.16
H 4.17 -0.63 0.73
H 5.73 0.98 1.28
H 3.27 5.55 0.55
H 2.01 3.76 0.63
H -2.65 3.88 0.22
H 3.06 3.31 1.99
H 2.96 0.93 1.31
H 1.10 1.67 2.65
H -1.96 2.41 2.54
H 5.85 0.14 -1.76
H 1.83 1.21 0.02
H 3.09 4.27 -1.18
H 0.75 3.47 2.74
H -0.38 1.39 0.96
*
```

---

Entry from the OMol25 dataset: a structure of composition C33H38As2CoN2SSi (ωB97M-V with the def2-TZVPD basis set).

For the total energy, the calculation gives -215829.667 eV. The energy above the lowest of the compared OMol25 structures with the same formula, charge and spin comes out at 551.57 kJ/mol. Its largest force on an atom is 0.42 eV/A. The LUMO energy (spin up / spin down) comes out at -1.18 / -1.17 eV. For the HOMO-LUMO gap (spin up / spin down), the calculation gives 5.54 / 5.56 eV.

```
! wB97M-V def2-TZVPD RIJCOSX def2/J DEFGRID3
* xyz 0 2
As 0.08 -0.88 2.32
As -1.46 -2.12 -0.19
Co 0.00 -0.17 -0.03
S -0.70 2.12 0.66
Si 0.76 5.90 0.13
N 2.81 0.44 0.30
N 1.59 0.87 0.14
C 2.64 4.62 3.40
C 3.05 3.80 0.36
C -0.45 0.35 3.72
C -0.65 -0.40 -2.92
C -0.24 5.39 -1.36
C -2.45 -3.75 4.14
C 2.44 3.19 3.44
C 2.04 2.53 2.35
C 4.38 3.47 0.91
C -0.11 0.37 -1.87
C 1.96 4.69 1.00
C -1.21 -2.31 2.66
C -2.92 -3.76 1.78
C -0.49 1.39 -4.53
C 4.72 2.18 0.92
C 2.12 3.32 -1.91
C 0.12 2.16 -3.56
C 1.70 -1.65 3.07
C -0.84 0.08 -4.20
C -1.47 -2.79 3.94
C -3.18 -4.23 3.06
C -0.10 -3.43 -0.69
C 1.87 3.15 1.01
C 3.06 3.85 -1.10
C 1.03 2.27 0.12
C -0.48 6.34 1.45
C -1.93 -2.81 1.58
C 0.34 1.66 -2.26
C 1.79 7.39 -0.37
C -2.93 -2.78 -1.27
C 1.12 2.46 -1.35
C 4.00 0.92 0.60
C 2.36 5.32 2.29
H 2.55 2.66 4.37
H -3.96 -4.97 3.22
H -1.27 -0.56 -4.96
H 0.34 5.33 -2.28
H 2.94 5.15 4.30
H -0.68 1.79 -5.51
H -3.50 -4.15 0.95
H 2.25 3.37 -2.98
H 2.49 -0.89 3.03
H -2.95 -3.87 -1.22
H -0.02 -3.46 -1.78
H -0.36 -4.42 -0.31
H -0.99 6.17 -1.49
H 0.87 -3.13 -0.29
H -2.78 -2.47 -2.30
H 1.54 -1.98 4.09
H 0.10 1.28 3.62
H -0.92 -2.41 4.79
H -1.18 7.10 1.08
H -3.87 -2.37 -0.92
H 1.81 1.48 2.40
H -2.65 -4.11 5.14
H -0.03 6.70 2.37
H -0.77 4.45 -1.20
H -0.27 -0.11 4.70
H 2.48 7.70 0.42
H -1.51 0.56 3.59
H -1.06 5.44 1.69
H 2.38 7.16 -1.26
H 5.08 4.24 1.22
H 2.01 -2.49 2.45
H 2.40 6.40 2.32
H -0.94 -1.43 -2.74
H 4.69 0.09 0.69
H 0.39 3.18 -3.80
H 3.93 4.32 -1.55
H 1.15 8.24 -0.61
H 5.73 1.95 1.25
*
```

---

Entry from the OMol25 dataset: a cluster of 2 separate species, C4H15N3O in total in a non-equilibrium geometry (ωB97M-V with the def2-TZVPD basis set).

For the total energy, the calculation gives -10908.260 eV. The energy above the lowest of the compared OMol25 structures with the same formula, charge and spin comes out at 123.41 kJ/mol. Its largest force on an atom is 2.27 eV/A. The LUMO energy comes out at 0.80 eV. For the HOMO-LUMO gap, the calculation gives 9.84 eV.

```
! wB97M-V def2-TZVPD RIJCOSX def2/J DEFGRID3
* xyz 0 1
O -0.46 1.07 1.01
N 0.42 -1.16 1.73
N -2.80 0.84 -1.84
N 2.54 0.01 -0.85
C 1.83 -1.19 -0.37
C -2.25 0.46 -0.54
C 1.78 -1.10 1.15
C -1.00 1.29 -0.25
H -2.07 0.79 -2.54
H -0.06 -2.03 1.55
H 2.38 -2.06 -0.73
H -0.30 1.06 -1.07
H 0.48 -1.02 2.73
H -3.52 0.19 -2.15
H 0.83 -1.29 -0.80
H 2.03 0.82 -0.53
H -1.26 2.35 -0.42
H 2.57 0.06 -1.86
H -2.04 -0.62 -0.49
H -2.99 0.69 0.24
H 2.20 -0.14 1.47
H 2.45 -1.87 1.55
H -0.24 0.02 1.22
*
```

---

Entry from the OMol25 dataset: a structure of composition C24H33AsLiN3OP (ωB97M-V with the def2-TZVPD basis set).

For the total energy, the calculation gives -102271.458 eV. Its largest force on an atom is 0.75 eV/A. The LUMO energy comes out at -2.07 eV. For the HOMO-LUMO gap, the calculation gives 9.25 eV.

```
! wB97M-V def2-TZVPD RIJCOSX def2/J DEFGRID3
* xyz 1 1
As 0.09 0.03 2.49
P 0.18 -1.25 -2.54
O 0.10 0.02 -1.74
N 0.20 -2.66 -1.64
N -1.19 -1.38 -3.47
N 1.61 -1.27 -3.37
C 2.07 -0.02 -3.98
C 0.46 -0.32 7.21
C -0.49 4.24 2.52
C -1.03 -2.91 -0.88
C 1.98 -2.47 -4.14
C 0.04 -1.40 6.45
C 1.30 3.77 0.99
C -2.39 -1.48 2.52
C -1.84 -0.23 2.22
C 0.79 0.87 6.59
C 1.17 2.41 1.27
C -3.73 -1.74 2.30
C 0.23 -0.06 4.44
C -0.06 -1.27 5.07
C 0.21 1.95 2.17
C -1.41 -2.59 -4.25
C 1.39 -2.85 -0.81
C -0.63 2.88 2.79
C -2.67 0.74 1.65
C 0.47 4.68 1.62
C -4.02 0.47 1.43
C -1.72 -0.17 -4.08
C -4.55 -0.76 1.77
C 0.69 1.00 5.21
Li 0.08 0.54 -0.14
H -4.65 1.24 1.00
H -1.02 -3.94 -0.52
H -2.28 1.71 1.39
H -2.81 -0.24 -4.15
H 0.54 -0.41 8.29
H -1.12 -2.25 -0.01
H -0.21 -2.34 6.92
H -2.48 -2.80 -4.30
H 1.53 -3.35 -3.69
H 1.14 1.71 7.18
H -1.38 2.54 3.48
H -1.33 -0.02 -5.10
H 0.98 1.93 4.75
H 1.88 1.71 0.83
H 0.57 5.74 1.42
H 1.70 0.82 -3.40
H -1.91 -2.77 -1.51
H 3.16 0.00 -3.97
H 1.43 -3.88 -0.47
H -4.14 -2.71 2.56
H 1.39 -2.20 0.07
H 1.67 -2.40 -5.18
H 2.29 -2.64 -1.39
H -1.46 0.70 -3.48
H -0.36 -2.13 4.49
H 3.07 -2.58 -4.11
H -1.14 4.95 3.02
H -0.92 -3.44 -3.79
H -1.75 -2.26 2.91
H -1.04 -2.49 -5.28
H 2.06 4.11 0.30
H -5.60 -0.96 1.60
H 1.73 0.08 -5.01
*
```

---

Entry from the OMol25 dataset: an isolated molecule of C18H19N3O7S in a non-equilibrium geometry (ωB97M-V with the def2-TZVPD basis set).

For the total energy, the calculation gives -48610.500 eV. The energy above the lowest of the compared OMol25 structures with the same formula, charge and spin comes out at 337.59 kJ/mol. Its largest force on an atom is 1.35 eV/A. The LUMO energy comes out at -0.90 eV. For the HOMO-LUMO gap, the calculation gives 8.17 eV.

```
! wB97M-V def2-TZVPD RIJCOSX def2/J DEFGRID3
* xyz 0 1
S -0.91 3.82 -0.46
O -2.33 3.96 -0.57
O -0.87 0.97 3.91
O 3.00 -1.63 -1.96
O -0.07 4.71 -1.19
O -1.27 -5.16 -0.17
O 0.76 -5.29 -0.85
O 0.01 1.25 1.86
N -0.13 -4.74 -0.24
N 0.75 -1.59 -2.31
N -0.52 4.00 1.16
C 0.92 1.87 -1.02
C -0.97 -0.04 -1.68
C -2.02 2.35 2.30
C 2.01 -3.43 -3.19
C -1.38 1.20 -1.24
C -0.87 -2.69 0.85
C 1.49 -3.08 0.52
C 0.17 -3.49 0.39
C 0.39 -0.34 -1.80
C 0.73 -1.03 1.52
C -0.43 2.15 -0.92
C 2.01 -2.13 -2.43
C -1.55 3.81 2.14
C -0.93 1.45 2.81
C 1.04 0.31 2.13
C 1.34 0.62 -1.45
C 1.76 -1.85 1.08
C -0.59 -1.47 1.41
H 0.37 3.59 1.38
H 3.03 -3.66 -3.49
H -1.71 -0.78 -1.96
H -1.20 4.20 3.10
H 1.64 2.64 -0.79
H 1.38 -3.39 -4.07
H 1.14 0.21 3.22
H -0.02 -2.13 -2.69
H 2.29 -3.72 0.17
H -1.89 -3.04 0.75
H 2.38 0.39 -1.54
H 1.96 0.72 1.71
H -1.40 -0.85 1.77
H -2.36 2.00 1.33
H 1.66 -4.24 -2.54
H 2.79 -1.51 1.16
H -2.85 2.32 3.01
H -2.42 1.46 -1.18
H -2.40 4.40 1.80
*
```